No. 1
# C24H32ClMnN3

A molecular structure, C24H32ClMnN3 (ωB97M-V with the def2-TZVPD basis set, the Open Molecules 2025 dataset).

Geometry as XYZ:
```
61
Properties=species:S:1:pos:R:3:lowdin_charge:R:1
Mn 0.1165 -0.3159 3.0594 0.12
Cl 1.4502 -0.1643 1.2692 -0.22
C -1.7695 -0.8837 2.8468 -0.30
C -2.3378 -0.5249 1.6288 -0.16
C -3.5914 -1.0575 1.2886 -0.09
C -4.2581 -1.9245 2.1643 -0.34
C -3.6780 -2.2376 3.4008 -0.08
C -2.4238 -1.7031 3.7577 -0.12
H -1.7958 0.1402 0.9584 0.06
H -4.0613 -0.8132 0.3313 0.09
H -4.2210 -2.9072 4.0767 0.09
H -1.9719 -1.9270 4.7234 0.08
C -5.5729 -2.5283 1.7578 -0.10
H -6.1272 -2.8667 2.6368 0.06
H -5.4342 -3.3928 1.0954 0.06
H -6.1841 -1.8006 1.2143 0.06
C 2.1520 -0.0705 -5.2936 -0.07
N 2.2051 -0.1553 -3.9162 -0.06
H 1.0612 1.3657 -6.5388 0.09
N 0.9445 1.5100 -4.3746 -0.06
H 2.6563 -0.7380 -5.9610 0.09
C 2.9675 -1.1175 -3.1212 -0.60
C 3.6843 -2.0867 -4.0330 -0.06
C 3.9434 -0.3409 -2.2543 -0.04
H 4.4083 -1.5754 -4.6788 0.08
H 4.2344 -2.7983 -3.4068 0.09
H 2.9780 -2.6559 -4.6496 0.08
H 2.5437 -2.5420 -1.5926 0.09
H 1.2428 -2.3738 -2.8043 0.09
H 3.4063 0.3582 -1.6053 0.08
C 1.9848 -1.8291 -2.2100 -0.05
H 4.6605 0.2064 -2.8768 0.08
H 4.4899 -1.0564 -1.6283 0.09
H 1.4803 -1.1171 -1.5496 0.04
C 1.3534 0.9830 -5.5822 -0.08
C 0.8663 3.7079 -3.3766 -0.04
H 1.7349 4.0619 -3.9432 0.08
H 0.2088 4.5614 -3.1714 0.08
C 0.0846 2.6808 -4.1770 -0.60
H -1.7384 3.0993 -3.1483 0.08
C -0.3522 3.2469 -5.5114 -0.06
H -0.9317 2.5189 -6.0927 0.08
H 1.2014 3.2775 -2.4277 0.09
H -0.7674 1.7976 -2.4034 0.09
H 0.5010 3.5963 -6.1063 0.08
H -1.0007 4.1117 -5.3230 0.09
C -1.1048 2.2286 -3.3511 -0.04
H -1.6915 1.4837 -3.9002 0.09
C 1.4329 0.7888 -3.3437 0.01
N 0.7375 -0.6944 4.7653 -0.13
C 0.4274 -0.3410 5.9973 -0.52
C 1.1361 -0.9029 7.1231 -0.11
C 0.7839 -0.6027 8.4322 -0.19
C -0.2724 0.2945 8.6933 -0.22
C -0.9623 0.8915 7.6212 -0.18
C -0.6226 0.5990 6.3092 -0.10
H 1.9566 -1.5915 6.9047 0.07
H 1.3217 -1.0568 9.2699 0.07
H -0.5518 0.5300 9.7258 0.05
H -1.7738 1.5950 7.8285 0.07
H -1.1605 1.0586 5.4728 0.07
```

Properties
Spin multiplicity ... 4
Kohn-Sham gap (spin up / spin down) ... 2.7 / 2.1 eV
<S²> ... 3.96
Total charge ... -2

---

No. 2
# C24H32EuI2N5O2Si

A molecular structure, C24H32EuI2N5O2Si (ωB97M-V with the def2-TZVPD basis set, the Open Molecules 2025 dataset).

Geometry as XYZ:
```
67
Properties=species:S:1:pos:R:3:lowdin_charge:R:1
Eu 0.5132 -0.2878 -1.1199 1.13
C 4.2282 -1.5193 0.5578 -0.05
C 4.1332 -0.0674 0.1749 -0.36
C 5.1880 0.8084 0.3701 -0.08
C 4.9868 2.1417 0.0098 -0.10
C 3.8017 2.5493 -0.5422 -0.05
C 2.7590 1.6069 -0.7682 -0.47
N 2.9683 0.3197 -0.3448 0.03
N 1.6024 1.9016 -1.3665 -0.19
Si 1.0229 3.3009 -2.1278 0.35
C -0.6879 2.9452 -2.8383 -0.18
C 2.1340 3.8380 -3.5627 -0.18
C 0.8057 4.7593 -0.9380 -0.18
H 5.2610 -1.8648 0.5520 0.07
H 3.6364 -2.1225 -0.1316 0.04
H 3.8278 -1.6757 1.5630 0.06
H 6.1225 0.4621 0.7878 0.09
H 5.7783 2.8686 0.1585 0.10
H 3.6556 3.5825 -0.8268 0.08
H -0.7712 1.9292 -3.2397 0.01
H -0.9323 3.6313 -3.6502 0.02
H -1.4604 3.0452 -2.0728 0.02
H 2.2301 3.0158 -4.2748 0.02
H 3.1391 4.1006 -3.2304 0.01
H 1.7197 4.7011 -4.0871 0.02
H 0.2430 4.4256 -0.0642 0.02
H 0.2520 5.5719 -1.4142 0.02
H 1.7546 5.1708 -0.5902 0.01
O -1.0447 0.6277 0.5114 -0.30
N -2.2465 0.2180 0.5605 -0.04
N -2.5974 -0.4486 -0.4781 -0.28
O -1.8238 -0.6525 -1.5059 -0.29
C -3.8879 -1.0439 -0.4492 -0.20
C -3.9957 -2.3787 -0.8206 0.00
C -5.2398 -2.9820 -0.7785 -0.08
C -6.3576 -2.2639 -0.3775 -0.10
C -6.2349 -0.9288 -0.0203 -0.09
C -4.9957 -0.3076 -0.0596 -0.03
H -3.1024 -2.8964 -1.1440 0.12
H -5.3395 -4.0234 -1.0559 0.10
H -7.3281 -2.7418 -0.3519 0.09
H -7.1055 -0.3637 0.2849 0.10
H -4.8680 0.7308 0.2113 0.11
C -4.1509 -0.7232 3.5813 -0.09
N -3.7077 -2.0741 3.8564 -0.27
C -4.0983 -2.6001 5.1371 -0.11
C -2.3917 -2.4246 3.3682 -0.20
C -1.2062 -1.5581 3.7638 -0.24
C -1.2369 -0.7783 4.9181 -0.05
C -0.1865 0.0546 5.2624 -0.08
C 0.9283 0.1317 4.4427 -0.09
C 0.9899 -0.6463 3.3035 -0.15
C -0.0569 -1.4998 2.9729 -0.63
H -5.2361 -0.7095 3.4463 0.08
H -3.6923 -0.3700 2.6571 0.07
H -3.9011 0.0015 4.3687 0.08
H -5.1549 -2.3799 5.3062 0.08
H -3.5477 -2.2055 6.0066 0.07
H -3.9856 -3.6866 5.1485 0.08
H -2.4428 -2.4411 2.2750 0.06
H -2.1919 -3.4584 3.6714 0.12
H -2.1092 -0.8140 5.5521 0.09
H -0.2464 0.6515 6.1628 0.10
H 1.7443 0.8004 4.6804 0.10
H 1.8477 -0.5780 2.6446 0.08
I 0.1427 -2.6349 1.2397 0.97
I 1.1250 -2.9608 -2.5772 -0.43
```

Properties
Spin multiplicity ... 8
Kohn-Sham gap (spin up / spin down) ... 5.9 / 7.1 eV
<S²> ... 15.76
Total charge ... -1

---

No. 3
# C24H32F6N3O4PPtS4Te

A molecular structure, C24H32F6N3O4PPtS4Te (ωB97M-V with the def2-TZVPD basis set, the Open Molecules 2025 dataset).

Geometry as XYZ:
```
76
Properties=species:S:1:pos:R:3:lowdin_charge:R:1
Pt 0.3642 0.9169 -0.7382 0.47
F 4.1352 2.5916 -2.7905 0.13
C 2.9424 3.1652 -2.9995 -0.66
F 2.1269 2.2016 -3.4508 0.07
F 3.0791 4.0775 -3.9494 0.16
S 2.2632 3.8634 -1.3867 0.60
O 2.0512 2.6640 -0.6068 -0.43
O 3.2795 4.7340 -0.9164 -0.22
N 0.9727 4.5629 -1.9116 -0.27
S -0.4766 4.2491 -1.4194 0.59
O -1.4465 4.4183 -2.4430 -0.24
O -0.6233 3.0734 -0.5955 -0.43
C -0.8012 5.5936 -0.1479 -0.65
F -2.0952 5.6029 0.1809 0.14
F -0.1081 5.3011 0.9541 0.14
F -0.4671 6.8161 -0.5394 0.16
C 4.5015 -1.5853 2.7370 -0.05
N 3.9903 -1.0224 1.5199 -0.14
C 4.2497 -1.6399 0.2290 -0.31
C 3.8117 -0.5343 -0.7647 -0.50
N 3.7599 0.6215 0.0731 -0.01
C 3.6993 0.2892 1.3710 -0.87
S 3.2987 1.3278 2.5986 0.64
H 4.0830 -2.5765 2.9018 0.09
H 4.2178 -0.9234 3.5530 0.05
H 5.5912 -1.6675 2.7024 0.10
H 5.3309 -1.8270 0.1115 0.15
H 4.5305 -0.4045 -1.5735 0.09
H 3.3913 1.5106 -0.2476 0.06
Te 1.8696 -0.9065 -1.7845 0.96
C 3.5168 -2.9401 0.1436 -0.58
C 2.4143 -3.3027 0.8605 -0.17
C 1.9838 -4.6175 0.5878 -0.17
C 2.7751 -5.2432 -0.3178 -0.41
S 4.0563 -4.2370 -0.8670 1.03
H 1.9258 -2.6591 1.5649 0.09
H 1.1299 -5.0701 1.0542 0.10
H 2.6679 -6.2317 -0.7131 0.06
C -2.4785 -0.7251 2.7839 -0.07
C -1.3390 -0.2861 1.8682 -0.66
C -0.2452 -1.3540 1.8253 -0.12
C -0.6985 0.9955 2.4125 -0.10
P -1.7267 0.0482 0.0393 1.08
C -2.0358 -1.5316 -0.8312 -0.36
C -1.6576 -1.5127 -2.1723 -0.18
C -1.9027 -2.5917 -2.9987 -0.06
C -2.5182 -3.7234 -2.4881 -0.07
C -2.8848 -3.7634 -1.1531 -0.07
C -2.6554 -2.6719 -0.3314 -0.09
C -3.3987 0.9096 -0.2189 -0.64
C -3.4497 1.3304 -1.6898 -0.08
C -4.5739 -0.0235 0.0719 -0.06
C -3.4421 2.1619 0.6537 -0.08
H -2.0903 -0.8567 3.7942 0.09
H -2.9129 -1.6712 2.4730 0.07
H -3.2666 0.0204 2.8369 0.07
H 0.0981 -1.5810 2.8333 0.10
H 0.5942 -0.9575 1.2478 0.02
H -0.5863 -2.2704 1.3499 0.07
H -0.1884 0.7886 3.3516 0.09
H -1.4265 1.7798 2.5899 0.07
H 0.0474 1.3793 1.7059 0.04
H -1.1691 -0.6246 -2.5572 0.06
H -1.6146 -2.5471 -4.0376 0.11
H -2.7056 -4.5776 -3.1206 0.11
H -3.3644 -4.6460 -0.7524 0.11
H -2.9701 -2.7148 0.6986 0.09
H -3.4351 0.4631 -2.3478 0.08
H -2.6154 1.9869 -1.9359 0.06
H -4.3716 1.8813 -1.8772 0.10
H -4.5595 -0.8864 -0.5898 0.08
H -5.5076 0.5114 -0.0921 0.10
H -4.5741 -0.3759 1.0974 0.07
H -2.5509 2.7597 0.4726 0.05
H -3.5024 1.9146 1.7116 0.07
H -4.3111 2.7690 0.3991 0.10
```

Properties
Spin multiplicity ... 1
Kohn-Sham gap ... 5.9 eV

---

No. 4
# C24H32N2O6S

C24H32N2O6S in the gas phase (ωB97M-V with the def2-TZVPD basis set, the Open Molecules 2025 dataset).

Geometry as XYZ:
```
65
Properties=species:S:1:pos:R:3:lowdin_charge:R:1
C 7.0674 3.4341 -2.6092 -0.06
C 8.0168 2.7875 -1.6113 -0.21
O 7.4359 1.6200 -1.0226 0.00
C 6.6100 1.8042 0.0102 -0.48
O 6.3609 2.8734 0.4990 0.13
C 6.0047 0.4836 0.4510 -0.22
C 4.7008 0.2832 -0.3346 -0.10
C 3.9932 -0.9893 0.1385 -0.13
N 3.7323 -0.9117 1.5556 -0.04
C 2.5473 -0.6352 2.1480 -0.37
O 2.4664 -0.3460 3.3321 0.07
C 1.3110 -0.7013 1.3303 -0.09
O 1.1587 -1.6390 0.3374 0.09
C -0.0749 -1.4662 -0.1762 -0.19
C -0.6641 -2.1822 -1.2087 0.03
C -1.9369 -1.8016 -1.5857 -0.05
C -2.5858 -0.7486 -0.9461 -0.27
S -4.2175 -0.2463 -1.4942 0.67
O -4.6489 -1.1642 -2.5154 -0.29
O -4.1809 1.1501 -1.8151 -0.27
N -5.0766 -0.4199 -0.0790 -0.25
C -5.2791 -1.7884 0.3380 -0.20
C -6.7301 -2.2784 0.3258 -0.17
C -7.4944 -1.8707 -0.9352 -0.19
C -8.1649 -0.5040 -0.7962 -0.20
C -7.1851 0.6650 -0.8418 -0.18
C -6.0704 0.5925 0.2046 -0.19
C -2.0151 -0.0385 0.0834 0.03
C -0.7314 -0.4036 0.4814 -0.09
C 0.1891 0.0670 1.4746 -0.13
C -0.0519 1.1789 2.4273 -0.01
C 4.9432 -0.7779 2.3417 -0.13
C 5.7024 0.4883 1.9494 -0.11
H 7.5568 4.2809 -3.0812 0.08
H 6.1741 3.7847 -2.0980 0.08
H 6.7795 2.7178 -3.3752 0.08
H 8.2692 3.4949 -0.8150 0.12
H 8.9264 2.4353 -2.1014 0.12
H 6.7039 -0.3187 0.1977 0.15
H 4.0474 1.1426 -0.1669 0.14
H 4.9122 0.2102 -1.4024 0.13
H 4.6386 -1.8567 -0.0421 0.14
H 3.0701 -1.1305 -0.4174 0.12
H -0.1431 -2.9917 -1.6934 0.12
H -2.4568 -2.3012 -2.3875 0.11
H -4.8619 -1.9128 1.3472 0.13
H -4.6863 -2.3966 -0.3493 0.11
H -7.2549 -1.9000 1.2059 0.11
H -6.7012 -3.3668 0.4080 0.11
H -8.2693 -2.6148 -1.1327 0.11
H -6.8119 -1.8600 -1.7866 0.10
H -8.7259 -0.4734 0.1428 0.11
H -8.8821 -0.3779 -1.6104 0.11
H -7.7354 1.5973 -0.6956 0.12
H -6.7075 0.7060 -1.8223 0.10
H -6.4721 0.4095 1.2038 0.13
H -5.5363 1.5461 0.2074 0.11
H -2.5527 0.7737 0.5435 0.13
H -0.1654 2.1184 1.8872 0.09
H 0.7741 1.2557 3.1274 0.07
H -0.9709 0.9962 2.9813 0.09
H 5.5667 -1.6615 2.1683 0.13
H 4.6547 -0.7389 3.3929 0.12
H 5.0991 1.3661 2.1858 0.13
H 6.6289 0.5514 2.5211 0.13
```

Properties
Spin multiplicity ... 1
Kohn-Sham gap ... 9.0 eV
SMILES string ... CCOC(=O)C1CCN(C(=O)c2oc3ccc(S(=O)(=O)N4CCCCCC4)cc3c2C)CC1

---

No. 5
# C24H32N2O9

4 unconnected molecules or ions with the total composition C24H32N2O9 (ωB97M-V with the def2-TZVPD basis set, the Open Molecules 2025 dataset).

Geometry as XYZ:
```
67
Properties=species:S:1:pos:R:3:lowdin_charge:R:1
O 2.6231 -0.1670 0.0697 -0.11
C 3.4903 0.7646 -0.6273 -0.20
C 3.0155 2.2950 -0.5413 -0.18
O 2.6498 2.6806 0.8121 -0.12
C 1.2118 2.5274 0.8885 -0.23
O 0.6274 3.7677 0.4109 -0.14
C -0.8126 3.6888 0.3575 -0.19
C -1.3943 2.8284 -0.8581 -0.08
C -1.1389 3.3551 -2.2919 -0.01
C -1.7278 2.5686 -3.5112 -0.06
C -2.5422 1.2933 -3.2186 -0.01
C -2.7750 0.7169 -1.7611 -0.18
N -3.5364 -0.4998 -1.6667 0.06
C -3.6287 -0.8987 -0.3028 -0.06
C -3.0405 -0.1283 0.9110 -0.05
N -2.3287 1.1002 0.8064 0.08
C -2.1874 1.5043 -0.5671 -0.13
H 3.1054 -0.9770 0.3363 0.09
H 3.5343 0.4820 -1.7345 0.13
H 4.5207 0.7138 -0.1009 0.13
H 3.9443 2.9334 -0.8124 0.12
H 2.2200 2.5812 -1.3295 0.14
H 0.8441 2.1950 1.9176 0.15
H 0.8906 1.7091 0.1411 0.13
H -1.1871 4.7732 0.2018 0.14
H -1.2735 3.3486 1.3547 0.12
H -0.5482 4.3120 -2.4964 0.11
H -1.5839 2.9107 -4.5964 0.09
H -3.0040 0.7319 -4.1153 0.10
H -4.1966 -1.8751 -0.0831 0.09
H -3.2135 -0.5541 1.9626 0.10
O -3.2578 -2.8453 2.6711 0.09
C -2.3403 -2.9599 3.4454 -0.47
C -2.4152 -3.5917 4.8083 -0.08
C -1.1326 -3.1105 5.4520 -0.16
C -0.2143 -2.9449 4.2643 -0.16
O -1.0673 -2.5642 3.1788 0.03
H -2.4326 -4.6785 4.6967 0.14
H -3.2933 -3.2462 5.3537 0.13
H -0.7392 -3.7911 6.2090 0.12
H -1.3027 -2.1393 5.9276 0.12
H 0.2938 -3.8767 3.9981 0.13
H 0.5351 -2.1695 4.4319 0.13
O -7.5240 -5.5138 0.6835 0.12
C -6.7020 -5.3777 -0.1855 -0.48
C -5.3480 -4.7422 -0.0220 -0.09
C -4.9398 -4.4915 -1.4583 -0.18
C -5.6551 -5.5964 -2.1991 -0.17
O -6.8611 -5.8251 -1.4619 0.03
H -4.6795 -5.4498 0.4741 0.14
H -5.4158 -3.8139 0.5453 0.11
H -3.8596 -4.4978 -1.6146 0.12
H -5.3222 -3.5187 -1.7843 0.12
H -5.0772 -6.5254 -2.2194 0.13
H -5.8994 -5.3100 -3.2236 0.13
O 5.9854 2.7772 -3.3829 0.11
C 6.8409 3.2439 -2.6755 -0.48
C 6.6523 4.3701 -1.6963 -0.09
C 8.0795 4.7820 -1.4061 -0.17
C 8.8381 3.4907 -1.6050 -0.17
O 8.1217 2.7855 -2.6246 0.03
H 6.1499 3.9869 -0.8048 0.12
H 6.0814 5.1855 -2.1403 0.13
H 8.2184 5.2146 -0.4138 0.12
H 8.4054 5.5213 -2.1448 0.12
H 8.8545 2.8746 -0.7008 0.13
H 9.8647 3.6659 -1.9317 0.13
```

Properties
Spin multiplicity ... 1
Kohn-Sham gap ... 7.7 eV
SMILES string ... OCCOCOCc1cccc2nccnc12.O=C1CCCO1.O=C1CCCO1.O=C1CCCO1

---

No. 6
# C24H32N4O6

C24H32N4O6 in the gas phase (ωB97M-V with the def2-TZVPD basis set, the Open Molecules 2025 dataset).

Geometry as XYZ:
```
66
Properties=species:S:1:pos:R:3:lowdin_charge:R:1
C -6.0553 -2.2521 1.9858 -0.08
C -4.7708 -1.4255 1.9538 -0.43
C -5.0931 0.0523 2.1598 -0.07
C -4.0388 -1.6754 0.6309 -0.12
C -2.6484 -1.0494 0.5521 -0.19
N -2.6887 0.3570 0.2546 0.11
C -1.6598 1.1742 0.5277 -0.40
O -0.7090 0.8463 1.2334 0.06
C -1.8155 2.5056 -0.0781 -0.13
N -2.9682 2.8201 -0.7429 0.12
C -2.8119 4.0335 -1.1931 -0.16
N -1.6061 4.5347 -0.8625 0.14
C -0.9421 3.5809 -0.1460 -0.08
C 0.4484 3.8670 0.2637 -0.43
O 0.9767 4.9185 -0.0722 0.06
N 1.0284 2.9222 1.0198 0.10
C 2.4368 2.9620 1.2895 -0.05
C 3.2036 2.0798 0.3109 -0.45
O 2.7058 1.5180 -0.6277 0.12
O 4.4936 2.0382 0.6303 0.03
C 5.3535 1.2397 -0.2013 -0.10
C 5.3603 -0.1929 0.2615 -0.20
C 4.4982 -1.1189 -0.3111 -0.04
C 4.4742 -2.4247 0.1472 -0.08
C 5.3109 -2.8139 1.1792 -0.09
C 6.1704 -1.8937 1.7556 -0.08
C 6.1932 -0.5872 1.3010 -0.04
C -1.7748 -1.8079 -0.4720 -0.43
O -1.7466 -3.0110 -0.5260 0.11
O -1.0959 -0.9607 -1.2155 0.04
C -0.0947 -1.3994 -2.1741 -0.55
C -0.7634 -2.2178 -3.2775 -0.02
C 0.9873 -2.2042 -1.4593 -0.02
C 0.4818 -0.0970 -2.7269 -0.01
H -5.8355 -3.3105 1.8685 0.08
H -6.5746 -2.1128 2.9309 0.08
H -6.7219 -1.9483 1.1815 0.08
H -4.1242 -1.7595 2.7726 0.14
H -5.6991 0.4283 1.3381 0.08
H -5.6515 0.1872 3.0835 0.08
H -4.1867 0.6472 2.2210 0.07
H -3.9123 -2.7517 0.4950 0.12
H -4.6443 -1.3014 -0.1986 0.13
H -2.1248 -1.1657 1.5114 0.17
H -3.3817 0.7080 -0.3921 0.14
H -3.5474 4.5718 -1.7569 0.12
H -1.1924 5.4290 -1.0838 0.16
H 0.5188 2.0426 1.1766 0.10
H 2.7835 3.9937 1.1627 0.14
H 2.6475 2.6337 2.3100 0.14
H 6.3409 1.6946 -0.1010 0.13
H 5.0044 1.3105 -1.2362 0.13
H 3.8414 -0.8093 -1.1099 0.10
H 3.7988 -3.1385 -0.3002 0.10
H 5.2920 -3.8330 1.5359 0.10
H 6.8231 -2.1937 2.5621 0.10
H 6.8590 0.1333 1.7533 0.11
H -0.0256 -2.4934 -4.0257 0.09
H -1.2005 -3.1229 -2.8641 0.08
H -1.5474 -1.6335 -3.7549 0.09
H 1.3866 -1.6228 -0.6311 0.09
H 1.7897 -2.4295 -2.1565 0.09
H 0.5799 -3.1356 -1.0746 0.08
H -0.3166 0.5220 -3.1288 0.09
H 0.9882 0.4562 -1.9402 0.06
H 1.1926 -0.3142 -3.5188 0.09
```

Properties
Spin multiplicity ... 1
Kohn-Sham gap ... 9.8 eV
SMILES string ... CC(C)C[C@H](NC(=O)c1nc[nH]c1C(=O)NCC(=O)OCc1ccccc1)C(=O)OC(C)(C)C

---

In eV/Å, the max |F| values for the records above are, in order, 1.76 0.59 1.99 1.27 5.72 0.96.